{"formula": "C6H6AlO3", "method": "ωB97M-V/def2-TZVPD", "total_energy_ha": -699.62897, "de_lowest_kcal_mol": 217.84, "e_lumo_ev": [-8.34, -5.98], "largest_force_ev_per_a": 12.7, "total_charge": 1, "elements": ["C", "C", "C", "C", "O", "Al", "H", "H", "H", "H", "H", "O", "H", "C", "C", "O"], "coordinates": [[-0.6037, -1.2014, -1.6898], [0.4610, -0.9818, -0.9090], [0.2805, -0.5393, 0.5220], [0.9321, -1.1216, 1.7730], [0.6608, -0.3316, 2.8851], [-0.0742, 0.9044, 3.0368], [1.1987, -0.3069, -1.3754], [-0.8042, -0.5611, 0.7298], [0.7439, 0.4689, 0.4800], [2.0204, -1.1842, 1.5718], [0.5282, -2.1452, 1.8992], [-1.0451, -0.0341, -2.5079], [-2.1034, 0.2600, -2.4207], [-1.0768, 1.5691, -2.2913], [-0.6110, 2.3616, -1.4113], [-0.5071, 2.8430, -0.2922]], "atomic_forces_ev_per_a": [[-0.58, 1.60, 0.36], [0.39, 1.67, -0.16], [-0.32, -0.04, 0.70], [1.28, -2.73, -1.57], [5.71, -9.71, -1.54], [-6.31, 10.88, 1.65], [0.20, -0.70, -0.35], [0.16, 0.53, 0.00], [-0.84, 0.07, -0.03], [-0.50, -0.03, 0.56], [0.40, 0.51, 0.37], [-2.03, 1.02, 0.63], [2.43, -1.24, -0.70], [-0.64, -0.88, -2.24], [0.23, -1.06, 5.16], [0.44, 0.11, -2.83]]}


{"formula": "C6H6BFO2", "method": "ωB97M-V/def2-TZVPD", "total_energy_ha": -507.53258, "e_lumo_ev": 0.63, "largest_force_ev_per_a": 3.7, "elements": ["O", "B", "O", "C", "C", "C", "C", "C", "C", "F", "H", "H", "H", "H", "H", "H"], "coordinates": [[0.3274, 1.6452, -2.3200], [0.6921, 1.5667, -1.0145], [1.7223, 2.3343, -0.4040], [0.0106, 0.4198, -0.1228], [0.6462, 0.1215, 1.0620], [0.2469, -1.0243, 1.7831], [-0.8405, -1.7649, 1.3139], [-1.3644, -1.4522, 0.0817], [-1.0237, -0.3186, -0.6035], [-1.5139, -0.0904, -1.8528], [-0.4986, 1.1908, -2.4509], [2.4215, 2.7340, -0.8902], [1.4782, 0.6952, 1.4521], [0.8453, -1.3322, 2.6296], [-1.0559, -2.7228, 1.7978], [-2.0935, -2.0020, -0.4614]], "atomic_forces_ev_per_a": [[0.97, 1.23, 0.17], [0.98, 0.22, 0.77], [-2.03, -1.68, 0.05], [1.53, 3.29, -0.95], [-0.50, -1.83, 1.41], [-0.07, 0.92, -0.57], [1.51, -0.79, 0.28], [-1.64, 0.25, -0.86], [1.13, -0.96, 0.84], [-0.54, -0.27, 0.35], [-0.30, -0.37, -0.36], [0.38, 0.49, -0.97], [-0.07, 0.14, -0.40], [-0.32, -0.04, 0.22], [-0.30, 0.46, -0.19], [-0.70, -1.06, 0.21]]}